The following is a quantum chemistry calculation of a molecular structure, C44H58LuN6O3P, from OMol25.

Results
maximum force: 2.53 eV/Å
energy relative to the best compared isomer or geometry (same formula, charge and spin): 96.7 kJ/mol
net charge: -2
HOMO level: -1.603 eV
gap between HOMO and LUMO: 6.0 eV

Geometry (Å):
Lu: -0.2701 -0.0804 0.2318
C: -3.3455 1.6327 3.2547
O: -2.6449 2.4390 4.1708
C: -1.3701 2.8959 3.8514
C: -0.8950 3.8491 4.7262
C: 0.3621 4.4278 4.5672
C: 1.1484 4.0143 3.5212
C: 0.7276 3.0138 2.6357
C: 1.6979 2.5508 1.6867
N: 1.6099 1.4914 0.9567
N: 2.7687 1.2042 0.2490
C: 2.7315 0.0435 -0.3592
O: 1.8019 -0.8216 -0.3261
C: 3.9456 -0.2794 -1.1618
C: 5.2182 0.1464 -0.7939
C: 6.3214 -0.2272 -1.5399
C: 6.1633 -1.0137 -2.6723
C: 4.8939 -1.4241 -3.0539
C: 3.7943 -1.0721 -2.2969
C: -0.5774 2.4195 2.7480
O: -0.9984 1.5398 1.9226
H: -4.3473 1.5165 3.6822
H: -2.8710 0.6570 3.1248
H: -3.4279 2.1179 2.2779
H: -1.5351 4.1446 5.5476
H: 0.7093 5.1736 5.2718
H: 2.1338 4.4458 3.3869
H: 2.6392 3.1169 1.6727
H: 5.3236 0.7546 0.0925
H: 7.3131 0.0924 -1.2366
H: 7.0258 -1.3042 -3.2615
H: 4.7588 -2.0259 -3.9445
H: 2.8004 -1.4052 -2.5588
N: -1.1692 -1.7504 -1.2090
P: -1.7758 -3.1305 -1.2873
N: -3.3711 -3.2828 -0.6170
C: -4.1328 -4.4072 -0.1604
C: -4.6954 -4.1546 1.2450
C: -5.5203 -2.8711 1.2756
C: -4.6743 -1.7137 0.7499
C: -4.1399 -2.0670 -0.6387
N: -2.1056 -3.9047 -2.8432
C: -3.3413 -3.7280 -3.5529
C: -3.4663 -2.3263 -4.1840
C: -2.0725 -1.7272 -4.3521
C: -1.1316 -2.8114 -4.8570
C: -0.9731 -3.8542 -3.7369
N: -0.8957 -4.4679 -0.6668
C: 0.3053 -4.2104 0.0876
C: 1.5151 -4.8973 -0.5474
C: 1.2743 -6.4040 -0.6049
C: -0.0101 -6.6632 -1.3824
C: -1.1817 -5.8715 -0.7809
H: -3.4927 -5.2845 -0.1369
H: -4.9798 -4.6144 -0.8504
H: -3.8599 -4.0450 1.9351
H: -5.3089 -5.0099 1.5537
H: -5.8572 -2.6681 2.2969
H: -6.4130 -2.9858 0.6464
H: -3.8265 -1.5412 1.4141
H: -5.2662 -0.7960 0.6977
H: -3.4593 -1.2876 -0.9976
H: -5.0000 -2.1611 -1.3342
H: -4.1835 -3.9229 -2.8857
H: -3.3707 -4.4988 -4.3436
H: -4.0637 -1.6825 -3.5387
H: -3.9636 -2.4044 -5.1582
H: -1.6993 -1.3898 -3.3786
H: -2.1083 -0.8702 -5.0295
H: -0.1572 -2.3905 -5.1073
H: -1.5440 -3.2708 -5.7645
H: -0.1103 -3.5917 -3.1202
H: -0.8176 -4.8549 -4.1821
H: 0.1939 -4.5884 1.1166
H: 0.4572 -3.1259 0.1234
H: 2.4076 -4.6703 0.0384
H: 1.6626 -4.5125 -1.5588
H: 1.1720 -6.7990 0.4106
H: 2.1187 -6.9179 -1.0795
H: -0.2557 -7.7309 -1.3758
H: 0.1365 -6.3451 -2.4149
H: -1.4076 -6.2952 0.2159
H: -2.0491 -5.9946 -1.4308
C: 1.1823 -0.7698 6.1134
C: 1.4521 0.0243 4.9899
C: 0.8930 -0.2837 3.7809
C: 0.0368 -1.3900 3.6004
C: -0.5620 -1.6269 2.3109
C: -1.3461 -2.7815 2.2831
C: -1.5141 -3.6602 3.3667
C: -0.9646 -3.3833 4.5881
C: -0.1887 -2.2192 4.7380
C: 0.3909 -1.8756 5.9787
H: 1.6130 -0.5010 7.0725
H: 2.1014 0.8850 5.0782
H: 1.1115 0.3157 2.9099
H: -1.8473 -3.0485 1.3550
H: -2.0843 -4.5809 3.2352
H: -1.1252 -4.0360 5.4438
H: 0.1925 -2.5159 6.8345
C: -2.5160 2.9083 -0.5421
C: -1.1459 3.0286 -1.2116
C: -1.2652 4.0586 -2.3535
C: -0.6462 1.6439 -1.6739
H: -2.8675 3.8746 -0.1695
H: -2.4405 2.2094 0.2887
H: -3.2436 2.5197 -1.2561
H: -0.4382 3.4406 -0.4787
H: -1.9754 3.7046 -3.1025
H: -0.3033 4.2185 -2.8400
H: -1.6168 5.0231 -1.9730
H: 0.3371 1.8219 -2.1613
H: -1.3093 1.3514 -2.5153

Cartesian forces, eV/Å:
0.136 0.040 -0.396
-0.351 -0.291 -0.311
0.779 0.290 0.058
-0.474 -0.053 0.204
-0.093 -0.134 -0.191
0.118 0.121 0.102
0.099 0.036 0.068
-0.709 0.001 0.272
0.309 -0.512 -0.429
-0.200 -0.118 -0.094
0.512 0.059 -0.324
0.305 0.987 0.640
-1.101 -0.129 -0.038
0.071 -0.234 -0.142
-0.164 0.025 0.094
0.171 -0.006 -0.066
0.094 -0.008 -0.126
0.131 -0.071 -0.157
-0.121 0.067 0.225
0.258 0.257 -0.055
0.138 -0.751 -0.560
0.103 -0.033 -0.026
-0.134 0.073 -0.003
-0.025 -0.091 0.066
-0.087 -0.026 0.015
0.013 0.028 -0.040
0.077 -0.027 -0.038
-0.078 -0.225 -0.159
-0.030 0.057 0.032
-0.035 -0.010 -0.008
0.012 0.006 0.015
0.037 -0.031 -0.009
-0.081 -0.032 -0.007
0.380 0.483 0.882
-1.182 -2.208 -0.332
0.690 0.627 -0.321
0.202 -0.298 0.169
-0.217 -0.026 -0.255
0.152 0.074 0.150
-0.172 -0.105 -0.242
-0.058 0.589 0.149
0.272 0.558 1.075
-0.410 0.060 -0.126
0.073 -0.050 0.004
0.000 0.147 -0.162
-0.043 0.151 0.064
0.402 -0.318 -0.282
-0.030 0.842 -0.013
0.544 0.343 0.085
-0.102 -0.129 0.284
0.088 0.112 -0.272
-0.054 0.020 0.278
-0.194 -0.216 -0.470
-0.093 -0.116 -0.020
0.115 -0.016 0.055
0.023 -0.096 0.078
0.095 0.001 0.028
-0.064 -0.008 -0.038
0.002 -0.013 0.012
0.056 0.048 0.074
0.025 0.046 0.016
-0.345 0.062 -0.021
0.085 0.027 0.001
0.025 -0.030 -0.024
-0.047 0.101 0.099
-0.106 0.066 -0.020
-0.089 0.046 0.029
-0.056 0.158 -0.139
0.052 0.012 0.027
0.055 -0.032 -0.078
0.050 -0.016 -0.004
0.152 -0.149 -0.208
0.149 0.129 0.080
0.046 0.145 -0.026
0.047 -0.311 0.135
0.050 0.062 -0.012
0.043 0.086 -0.047
0.030 -0.007 0.073
-0.038 -0.022 0.079
-0.043 0.012 -0.075
-0.071 -0.005 -0.141
-0.048 0.025 -0.066
-0.017 -0.078 0.098
-0.006 -0.135 0.182
0.077 0.208 -0.261
0.226 0.182 0.021
-0.154 -0.067 -0.085
-0.318 -0.299 -0.015
0.194 0.598 -0.480
-0.102 -0.246 0.341
-0.246 -0.239 -0.023
0.117 0.130 -0.167
0.056 -0.018 0.344
-0.031 -0.084 0.019
0.015 0.103 0.006
0.015 0.061 0.061
0.064 0.002 0.128
-0.013 0.127 0.011
0.051 0.012 -0.062
-0.006 0.008 0.002
0.332 -0.024 0.038
-0.128 -0.099 -0.319
0.159 -0.074 0.354
0.055 0.194 0.403
-0.111 0.024 0.063
-0.145 0.071 0.084
-0.118 -0.030 -0.126
-0.056 -0.051 0.057
-0.059 -0.053 -0.094
0.090 -0.029 -0.082
-0.055 0.130 -0.041
-0.082 -0.212 0.142
0.074 -0.236 0.251